(1)
DFT (ωB97M-V/def2-TZVPD) results for an isolated ion of composition C26H24N3O and charge -1 in a non-equilibrium geometry.

The geometry in XYZ format:
```
54
Properties=species:S:1:pos:R:3:forces:R:3
C 3.6554 0.8226 2.5486 -0.761 0.363 -0.726
C 3.5048 -0.6319 2.7429 -0.147 -2.585 -0.203
N 3.3030 -1.7830 2.8026 0.197 2.543 -0.007
C 2.2099 1.3459 2.4070 0.162 0.093 -0.045
C 1.9290 2.4467 1.5887 -0.249 -0.225 -0.262
C 0.6083 2.7810 1.2922 0.203 0.305 0.055
C -0.4454 2.0301 1.8269 0.321 0.015 -0.077
C -1.8133 2.3288 1.4840 -2.141 0.293 -0.632
N -2.9298 2.5357 1.1985 2.352 -0.368 0.623
C -0.1609 0.9860 2.7060 0.075 0.011 0.474
C 1.1562 0.6974 3.0626 -0.200 0.046 -0.433
H 4.2062 1.0178 1.6059 -0.384 -0.351 0.253
H 2.7519 3.0442 1.1808 -0.354 -0.353 0.041
H 0.3915 3.6376 0.6498 0.062 -0.311 0.181
H -0.9793 0.3995 3.1182 0.165 0.177 0.025
H 1.3589 -0.0730 3.8111 -0.062 0.114 -0.470
C 4.2976 8.2650 3.3248 0.096 -0.464 0.193
N 4.8802 7.1915 4.0977 0.163 0.871 -0.157
C 5.5068 7.5814 5.3465 -0.068 -0.325 -0.394
C 4.7437 5.8483 3.7429 -0.145 -1.459 0.029
C 5.8801 5.0461 3.5057 -0.661 0.487 -0.144
C 5.7572 3.6753 3.3085 0.064 -0.175 0.074
C 4.5548 3.0125 3.5927 -0.093 -0.013 -0.521
C 4.4534 1.4735 3.6544 1.259 0.074 1.900
C 5.8246 0.7810 3.8818 -0.040 0.549 -0.626
C 6.2085 -0.4103 3.2369 -0.365 0.040 0.357
C 7.2379 -1.1955 3.7079 0.849 1.285 0.442
C 7.3640 -2.6289 3.3224 0.097 -0.207 -0.312
C 8.2656 -0.5752 4.5454 -0.953 0.332 0.029
O 9.3059 -1.1870 4.8676 0.774 -0.336 0.168
C 8.0004 0.7984 5.0073 -0.658 -1.155 -0.764
C 9.0847 1.5512 5.6874 0.185 0.127 0.356
C 6.7540 1.3439 4.7851 -0.247 -0.169 -0.147
C 3.4236 3.8097 3.8286 0.150 -0.020 -0.273
C 3.4822 5.1975 3.7411 0.548 0.317 0.415
H 3.8995 7.8625 2.3878 0.039 0.147 0.162
H 3.4919 8.7635 3.8809 -0.053 0.102 -0.124
H 5.0694 9.0117 3.0902 -0.150 0.040 -0.067
H 5.7906 6.6890 5.9125 -0.037 0.177 -0.106
H 6.4040 8.1859 5.1668 0.048 0.021 0.094
H 4.8158 8.1796 5.9564 0.008 -0.039 0.032
H 6.8602 5.5220 3.4537 -0.241 -0.090 -0.035
H 6.6454 3.1187 3.0005 -0.385 0.012 0.313
H 3.8785 1.2677 4.5823 0.002 0.181 -0.237
H 5.6922 -0.8065 2.3621 -0.238 0.044 0.379
H 8.1507 -3.0908 3.9293 -0.120 0.054 -0.220
H 6.4088 -3.1490 3.4907 0.253 0.041 -0.057
H 7.6146 -2.7333 2.2561 0.068 -0.185 0.153
H 9.9005 0.8679 5.9308 -0.059 0.054 0.067
H 9.4878 2.3441 5.0399 -0.033 -0.098 0.110
H 8.7068 2.0233 6.6005 0.170 0.069 0.028
H 6.5010 2.2839 5.2822 0.097 -0.143 -0.091
H 2.4765 3.3281 4.0824 0.226 0.210 -0.213
H 2.5691 5.7954 3.7546 0.212 -0.128 0.390
```
Positions in Å, forces in eV/Å.

Summary:
Gap between HOMO and LUMO (eV): 4.898
HOMO energy (eV): -2.829
Max |F| (eV/Å): 2.6
Structure (SMILES): Cc1cc([C@@H](c2ccc(N(C)C)cc2)[C@@H](C#N)c2ccc(C#N)cc2)cc(C)c1[O-]
Molar mass (g/mol): 394.5
Charge: -1
Energy above the lowest of the compared OMol25 structures with the same formula, charge and spin (eV): 0.000

Here are the natural (NBO) charges for atoms 1 to 5, given in e:
1. C -0.315
2. C 0.314
3. N -0.343
4. C 0.018
5. C -0.148



(2)
DFT (ωB97M-V/def2-TZVPD) results for C5H10O as an isolated structure.

The geometry in XYZ format:
```
16
Properties=species:S:1:pos:R:3:forces:R:3
C -1.2856 0.5810 -0.4938 -0.023 0.036 -0.030
C -0.5860 0.0150 0.7385 -0.070 0.028 0.056
C -0.6148 -1.5056 0.5851 -0.232 -0.230 0.080
O 0.5759 -1.4317 -0.2361 0.191 -0.183 0.062
C 0.9082 -0.2053 0.4650 0.227 0.295 0.122
C 1.7281 0.8532 -0.2369 0.001 -0.030 -0.054
H -2.3718 0.4448 -0.4360 0.177 0.087 0.075
H -0.9148 -0.0103 -1.3392 -0.216 0.303 -0.033
H -1.0687 1.6350 -0.6851 -0.061 -0.065 0.116
H -0.8652 0.4803 1.6888 -0.045 -0.125 -0.150
H -1.4953 -1.9282 0.0873 0.302 -0.049 -0.102
H -0.3948 -2.0691 1.5014 -0.091 0.107 -0.037
H 1.4303 -0.5032 1.3894 -0.098 0.146 -0.046
H 2.6790 0.4530 -0.6012 -0.140 -0.007 0.019
H 1.9599 1.6216 0.5126 -0.016 -0.086 -0.176
H 1.2007 1.3393 -1.0645 0.094 -0.225 0.098
```
Positions in Å, forces in eV/Å.

Summary:
Gap between HOMO and LUMO (eV): 10.796
HOMO energy (eV): -9.649
Max |F| (eV/Å): 0.4
Molar mass (g/mol): 86.1
Energy above the lowest of the compared OMol25 structures with the same formula, charge and spin (eV): 1.308

Here are the natural (NBO) charges for atoms 1 to 5, given in e:
1. C -0.623
2. C -0.259
3. C -0.065
4. O -0.539
5. C 0.106